One molecule with the formula C6H7O3, computed with wB97M-V/def2-TZVPD.

The geometry in XYZ format:
```
16
Properties=species:S:1:pos:R:3:forces:R:3
O 1.65581 0.72998 0.73955 0.3468 -2.7265 1.0903
O 0.63158 -2.14133 0.48257 1.9648 -0.8563 0.6035
O -0.94947 -0.47016 2.05351 -1.3151 -0.5084 0.8127
C 1.08627 1.32031 -0.36933 -2.1487 0.4105 1.3305
C 0.55678 0.57201 -1.52065 0.9811 -1.6533 -0.8177
C 0.27264 0.97833 0.89845 2.0976 1.3207 -2.1330
C -0.23011 -1.41839 -0.14434 -2.0848 4.1416 -0.6487
C 0.00849 -0.66836 -1.46422 1.2856 -0.2738 -0.7018
C -0.73628 -0.08987 0.72749 -0.5269 -1.2139 0.8462
H 0.82446 1.03270 -2.47655 -0.5423 -0.2809 0.0824
H 1.59332 2.24263 -0.47853 -0.3489 1.2030 -0.7709
H -1.84622 -0.82126 2.15855 0.3686 -0.0166 0.0051
H -0.20296 -1.24063 -2.37819 -0.0206 0.5882 0.1909
H -1.62693 0.44552 0.28090 0.6456 -1.0297 0.0887
H 0.04433 1.64682 1.69946 -0.1369 0.5976 0.1592
H -1.08170 -2.11830 -0.20866 -0.5659 0.2976 -0.1377
```
Forces are in eV/Å.

Output
Lowest unoccupied orbital energy (spin up / spin down) = 0.594 / -1.519 eV
2S+1 = 2
E = -458.35950 Ha
Relative energy (zero: lowest compared OMol25 entry of this formula, charge and spin) = 161.81 kJ/mol
<S²> = 0.7548
Kohn-Sham gap (spin up / spin down) = 9.91 / 7.81 eV